The following is a quantum chemistry calculation of C6H13N in the gas phase, from the OMol25 dataset.

- SMILES: CCC(=CN)CC
- Highest occupied orbital energy: -7.6 eV
- Multiplicity: 1
- Gap between HOMO and LUMO: 8.59 eV

Geometry as XYZ:
```
20
C6H13N (the ωB97M-V functional and the def2-TZVPD basis)
C 0.90 -0.97 1.57
C -0.36 -0.10 1.36
C -0.48 0.46 -0.03
C -0.01 1.66 -0.39
N 1.02 2.43 0.13
C -1.20 -0.38 -1.06
C -0.31 -1.48 -1.64
H 1.76 -0.53 1.07
H 1.15 -1.07 2.63
H 0.77 -1.99 1.22
H -1.25 -0.68 1.63
H -0.35 0.69 2.11
H -0.42 2.10 -1.29
H 1.36 3.15 -0.48
H 1.27 2.47 1.10
H -2.18 -0.72 -0.72
H -1.42 0.30 -1.89
H -0.22 -2.31 -0.94
H 0.68 -1.09 -1.85
H -0.74 -1.95 -2.53
```

The following is a quantum chemistry calculation of C19H22N2O2S in the gas phase, from the OMol25 dataset.

- SMILES: CCN1CCN(C(=O)c2cc3c(s2)-c2c(C)cccc2OC3)CC1
- Highest occupied orbital energy: -7.9 eV
- Multiplicity: 1
- Gap between HOMO and LUMO: 8.26 eV

Geometry as XYZ:
```
46
C19H22N2O2S (the ωB97M-V functional and the def2-TZVPD basis)
C 0.66 2.32 -5.82
C 0.27 1.04 -5.08
N 0.94 0.79 -3.82
C 0.55 1.67 -2.74
C 1.42 1.37 -1.50
N 1.93 0.03 -1.57
C 1.62 -1.01 -0.76
O 2.18 -2.09 -0.85
C 0.57 -0.78 0.26
C -0.72 -0.34 0.11
C -1.46 -0.41 1.31
C -0.74 -0.92 2.36
S 0.87 -1.33 1.87
C -1.32 -0.99 3.69
C -0.76 -1.66 4.79
C 0.51 -2.44 4.66
C -1.40 -1.59 6.01
C -2.57 -0.86 6.18
C -3.14 -0.21 5.09
C -2.53 -0.29 3.85
O -3.14 0.40 2.84
C -2.89 -0.03 1.51
C 2.83 -0.20 -2.68
C 2.37 0.64 -3.89
H 0.43 3.20 -5.22
H 1.72 2.32 -6.05
H 0.09 2.39 -6.74
H -0.81 1.05 -4.87
H 0.47 0.18 -5.72
H -0.51 1.48 -2.52
H 0.65 2.74 -2.99
H 2.28 2.05 -1.49
H 0.86 1.52 -0.58
H -1.13 0.00 -0.82
H 0.46 -3.13 3.82
H 1.35 -1.77 4.49
H 0.70 -3.00 5.57
H -0.97 -2.10 6.86
H -3.05 -0.81 7.14
H -4.05 0.35 5.19
H -3.17 0.81 0.87
H -3.54 -0.89 1.27
H 3.86 0.05 -2.40
H 2.79 -1.27 -2.91
H 2.63 0.11 -4.81
H 2.90 1.61 -3.89
```

The following is a quantum chemistry calculation of a molecular structure, C8H10CeO5P, from the OMol25 dataset.

- Highest occupied orbital energy (spin up / spin down): -16.9 / -16.9 eV
- ⟨S²⟩: 0.7516
- Multiplicity: 2
- Gap between HOMO and LUMO (spin up / spin down): 7.57 / 7.60 eV
- Total charge: +2

Geometry as XYZ:
```
25
C8H10CeO5P (the ωB97M-V functional and the def2-TZVPD basis)
O 1.62 1.86 -4.76
C 1.36 1.54 -3.69
Ce 0.41 0.23 -0.29
O -1.79 2.36 -2.41
C -1.02 1.74 -1.81
C -1.43 0.11 1.38
O -2.32 0.04 2.12
C 1.62 -1.43 1.20
O 2.01 -2.28 1.87
C -0.73 -1.77 -1.33
O -1.30 -2.68 -1.76
H 1.68 -0.30 -1.45
C 2.12 2.93 3.00
P 1.20 2.06 1.69
C -0.26 3.17 1.53
C 2.21 2.57 0.20
H 1.59 2.85 3.96
H 2.22 4.00 2.76
H 3.13 2.52 3.15
H 0.08 4.21 1.65
H -0.80 3.06 0.58
H -0.96 2.92 2.34
H 2.45 3.65 0.33
H 3.16 1.99 0.17
H 1.70 2.42 -0.79
```

The following is a quantum chemistry calculation of a molecular structure, C39H44N10OPSSiTi, from the OMol25 dataset.

- Highest occupied orbital energy (spin up / spin down): -12.7 / -12.7 eV
- ⟨S²⟩: 0.7528
- Multiplicity: 2
- Gap between HOMO and LUMO (spin up / spin down): 7.56 / 7.51 eV
- Total charge: +2

Geometry as XYZ:
```
98
C39H44N10OPSSiTi (the ωB97M-V functional and the def2-TZVPD basis)
Ti -0.30 -1.19 0.25
C -4.26 0.42 -3.34
N -3.67 0.15 -2.06
C -4.02 0.84 -0.92
C -3.39 0.22 0.11
N -2.49 -0.80 -0.42
C -2.71 -0.78 -1.78
P -1.84 -1.76 -2.97
C -0.28 -0.90 -2.98
N 0.15 -0.39 -1.73
C 1.17 0.53 -1.96
C 1.37 0.57 -3.30
N 0.39 -0.22 -3.96
C 0.34 -0.49 -5.40
C -1.46 -3.15 -1.84
N -0.51 -3.21 -0.89
C -0.34 -4.56 -0.53
C -1.26 -5.31 -1.16
N -1.98 -4.46 -1.99
C -3.18 -4.76 -2.81
H -3.61 1.10 -3.95
H -5.25 0.94 -3.18
H -4.32 -0.52 -3.93
H -4.75 1.62 -0.82
H -3.44 0.26 1.19
H 1.71 1.02 -1.10
H 2.09 1.23 -3.82
H -0.42 -1.26 -5.67
H 1.30 -0.88 -5.72
H 0.10 0.47 -5.97
H 0.45 -4.77 0.14
H -1.35 -6.43 -1.19
H -3.76 -5.53 -2.31
H -2.87 -5.32 -3.75
H -3.76 -3.86 -3.01
O -0.07 0.40 1.05
Si 0.13 2.01 1.48
C 1.71 2.31 2.39
C 2.90 2.53 1.62
C 4.14 2.41 2.32
C 4.15 2.31 3.74
C 2.99 2.32 4.47
C 1.78 2.37 3.82
C -1.27 2.57 2.60
C -1.83 1.66 3.63
C -2.80 2.09 4.50
C -3.29 3.45 4.45
C -2.78 4.29 3.47
C -1.73 3.89 2.63
C 0.04 3.16 0.01
C 0.93 4.27 -0.14
C 0.78 5.04 -1.29
C -0.26 4.84 -2.24
C -1.18 3.77 -2.03
C -1.03 3.08 -0.84
H 2.70 2.67 0.52
H 5.12 2.48 1.81
H 5.08 2.28 4.29
H 3.08 2.16 5.52
H 0.79 2.39 4.35
H -1.48 0.64 3.62
H -3.26 1.40 5.18
H -3.99 3.74 5.21
H -3.14 5.25 3.38
H -1.38 4.65 1.91
H 1.66 4.55 0.60
H 1.48 5.86 -1.46
H -0.23 5.35 -3.22
H -2.01 3.57 -2.78
H -1.94 2.50 -0.60
N -0.64 -1.55 6.17
C -0.57 -1.91 4.88
C -1.76 -2.08 4.09
C -1.51 -2.29 2.73
N -0.24 -2.32 2.18
C 0.83 -2.21 2.98
C 0.72 -1.83 4.29
H -1.27 -0.72 6.41
H 0.16 -1.76 6.79
H -2.71 -2.34 4.64
H -2.38 -2.52 2.05
H 1.82 -2.44 2.53
H 1.65 -1.71 4.80
C 2.54 -3.70 -2.63
N 3.29 -2.48 -2.44
C 4.34 -2.09 -3.31
C 4.91 -0.87 -2.72
N 4.30 -0.80 -1.37
C 3.38 -1.74 -1.18
S 2.45 -1.99 0.16
H 2.54 -3.97 -3.65
H 1.53 -3.56 -2.20
H 2.91 -4.51 -1.97
H 3.88 -1.89 -4.29
H 5.08 -2.89 -3.54
H 4.58 0.04 -3.32
H 6.00 -0.85 -2.61
H 4.55 -0.08 -0.67
```

The following is a quantum chemistry calculation of 3 unconnected molecules or ions with the total composition C24H42NO9P2, from the OMol25 dataset.

- Highest occupied orbital energy: -11.4 eV
- Multiplicity: 1
- Gap between HOMO and LUMO: 7.06 eV
- Total charge: +1

Geometry as XYZ:
```
78
C24H42NO9P2 (the ωB97M-V functional and the def2-TZVPD basis)
O 4.06 -4.79 -1.88
C 3.84 -3.49 -2.29
C 4.56 -2.87 -3.43
C 4.25 -1.49 -3.77
C 3.21 -0.80 -3.00
N 2.55 -1.42 -1.98
C 1.46 -0.72 -1.23
C 0.10 -1.31 -1.80
C -0.06 -1.20 -3.27
C -1.24 -1.74 -3.93
C -2.29 -2.43 -3.14
C -2.11 -2.49 -1.71
C -0.91 -1.95 -0.98
C 2.82 -2.72 -1.58
H 3.18 -5.15 -1.67
H 5.32 -3.44 -4.01
H 4.75 -0.92 -4.59
H 2.91 0.25 -3.22
H 1.52 0.39 -1.33
H 1.57 -0.99 -0.15
H 0.70 -0.70 -3.91
H -1.33 -1.63 -5.05
H -3.15 -2.86 -3.68
H -2.90 -2.98 -1.09
H -0.81 -2.03 0.13
H 2.26 -3.18 -0.72
O 6.22 3.67 0.14
P 5.11 4.27 -0.69
O 3.91 4.28 0.45
C 4.10 4.98 1.67
C 3.79 6.46 1.52
O 4.67 2.90 -1.50
C 5.58 1.82 -1.66
C 5.34 0.77 -0.58
O 4.08 5.07 -1.76
C 4.29 6.46 -2.04
C 5.75 6.85 -2.10
H 5.12 4.84 2.05
H 3.42 4.54 2.40
H 4.54 6.95 0.90
H 3.79 6.95 2.49
H 2.82 6.60 1.05
H 6.61 2.17 -1.66
H 5.39 1.38 -2.64
H 5.38 1.20 0.42
H 6.09 -0.02 -0.64
H 4.35 0.33 -0.70
H 3.75 7.06 -1.30
H 3.83 6.66 -3.01
H 6.24 6.73 -1.12
H 5.86 7.89 -2.39
H 6.30 6.22 -2.81
O -6.88 -3.07 4.42
P -6.14 -2.81 3.13
O -7.26 -1.87 2.37
C -7.71 -0.67 2.98
C -6.77 0.48 2.71
O -6.46 -4.24 2.38
C -6.80 -5.40 3.14
C -8.30 -5.57 3.22
O -5.07 -2.54 1.84
C -3.97 -1.66 2.01
C -3.34 -1.73 3.38
H -7.85 -0.81 4.06
H -8.69 -0.45 2.55
H -5.82 0.33 3.24
H -7.20 1.42 3.04
H -6.54 0.55 1.64
H -6.34 -5.37 4.13
H -6.37 -6.27 2.62
H -8.79 -4.67 3.60
H -8.57 -6.41 3.87
H -8.71 -5.75 2.22
H -4.28 -0.64 1.77
H -3.22 -1.94 1.26
H -4.03 -1.38 4.15
H -2.45 -1.10 3.43
H -3.06 -2.75 3.63
```

The following is a quantum chemistry calculation of a molecular structure, C35H30BBrIrN2O5Te, from the OMol25 dataset.

- Highest occupied orbital energy: -10.8 eV
- Multiplicity: 1
- Gap between HOMO and LUMO: 6.94 eV
- Total charge: +1

Geometry as XYZ:
```
76
C35H30BBrIrN2O5Te (the ωB97M-V functional and the def2-TZVPD basis)
Ir -1.53 -2.07 -0.26
Br -2.17 -0.05 -3.58
C -2.53 -1.91 -3.55
C -3.05 -2.48 -4.71
C -3.30 -3.84 -4.71
C -3.01 -4.57 -3.57
C -2.50 -3.91 -2.47
N -2.27 -2.59 -2.45
C -2.15 -4.71 -1.23
O -2.31 -5.90 -1.22
O -1.67 -4.02 -0.21
H -3.24 -1.86 -5.57
H -3.70 -4.32 -5.59
H -3.17 -5.64 -3.50
O 0.28 -2.45 2.10
B -0.93 -1.90 1.66
O -1.54 -1.19 2.69
C -0.70 -1.30 3.77
C -0.84 -0.77 5.03
C 0.18 -1.06 5.94
C 1.27 -1.84 5.59
C 1.40 -2.37 4.31
C 0.40 -2.07 3.42
H -1.70 -0.18 5.30
H 0.10 -0.67 6.95
H 2.03 -2.06 6.34
H 2.24 -3.00 4.03
C 3.63 1.16 4.96
C 3.03 1.00 3.60
C 2.07 1.89 3.13
C 1.48 1.74 1.88
C 0.45 2.72 1.42
C 1.88 0.64 1.11
Te 0.80 0.00 -0.59
N -1.13 -0.04 -0.21
C -2.35 0.40 -0.41
O -3.15 -0.59 -0.27
C -2.85 1.74 -0.74
C -4.22 1.96 -0.74
C -4.72 3.20 -1.07
C -3.85 4.23 -1.41
C -2.47 4.01 -1.42
C -1.98 2.77 -1.09
C 1.50 0.52 -2.53
C 1.57 -0.64 -3.29
C 1.97 -0.55 -4.61
C 2.31 0.69 -5.14
C 2.26 1.83 -4.35
C 1.85 1.78 -3.02
C 1.82 3.03 -2.19
C 2.86 -0.27 1.52
C 3.39 -1.44 0.74
C 3.42 -0.04 2.77
H 3.45 2.15 5.37
H 4.70 0.97 4.95
H 3.17 0.43 5.64
H 1.77 2.73 3.75
H 0.51 3.65 1.99
H -0.56 2.32 1.54
H 0.59 2.97 0.37
H -4.89 1.14 -0.48
H -5.78 3.38 -1.07
H -4.24 5.21 -1.67
H -1.80 4.81 -1.69
H -0.91 2.58 -1.10
H 1.30 -1.60 -2.87
H 2.03 -1.44 -5.22
H 2.63 0.77 -6.17
H 2.56 2.79 -4.77
H 2.38 3.83 -2.67
H 2.26 2.86 -1.20
H 0.80 3.39 -2.05
H 2.82 -1.69 -0.15
H 3.40 -2.33 1.37
H 4.42 -1.24 0.43
H 4.19 -0.73 3.12
```

The following is a quantum chemistry calculation of C3H7NOS2 in the gas phase, from the OMol25 dataset.

- SMILES: N[C@@H](C=O)CSS
- Highest occupied orbital energy: -9.3 eV
- Multiplicity: 1
- Gap between HOMO and LUMO: 9.23 eV

Geometry as XYZ:
```
14
C3H7NOS2 (the ωB97M-V functional and the def2-TZVPD basis)
N 1.10 -1.32 -0.10
C 0.74 -0.09 0.55
C 1.91 0.87 0.34
O 2.24 1.34 -0.74
C -0.64 0.50 0.02
S -1.91 -0.50 0.82
S -3.59 0.30 -0.32
H 0.41 -2.08 0.08
H 1.34 -1.29 -1.11
H 0.66 -0.29 1.58
H 2.47 0.86 1.28
H -0.67 1.60 0.15
H -0.70 0.46 -1.06
H -3.36 -0.34 -1.51
```

The following is a quantum chemistry calculation of a molecular structure, C36H60N2O3PRuS5Sb, from the OMol25 dataset.

- Highest occupied orbital energy (spin up / spin down): -6.8 / -6.8 eV
- Multiplicity: 1
- Gap between HOMO and LUMO (spin up / spin down): 6.97 / 6.97 eV

Geometry as XYZ:
```
109
C36H60N2O3PRuS5Sb (the ωB97M-V functional and the def2-TZVPD basis)
Ru 0.30 0.85 -0.61
C 4.25 -0.81 1.84
C 4.75 -0.03 0.64
N 4.21 1.33 0.58
C 4.77 2.30 1.53
C 3.85 2.62 2.70
C 3.23 1.70 -0.25
S 2.51 0.53 -1.33
N 2.91 2.99 -0.24
C 1.78 3.49 -0.70
O 0.66 2.92 -0.83
C 1.81 4.96 -1.01
C 0.81 5.53 -1.78
C 0.84 6.89 -2.08
C 1.87 7.68 -1.59
C 2.87 7.11 -0.81
C 2.85 5.76 -0.53
H 4.63 -1.84 1.80
H 3.16 -0.84 1.84
H 4.58 -0.37 2.78
H 4.48 -0.54 -0.28
H 5.84 0.06 0.67
H 4.99 3.22 0.97
H 5.70 1.88 1.89
H 2.91 3.06 2.34
H 4.33 3.34 3.36
H 3.60 1.73 3.27
H 0.01 4.91 -2.15
H 0.06 7.32 -2.69
H 1.89 8.74 -1.81
H 3.67 7.73 -0.42
H 3.62 5.30 0.07
S 0.73 0.87 1.66
C -0.12 -0.54 2.23
C -0.40 -0.70 3.59
C -1.11 -1.80 4.04
C -1.57 -2.77 3.15
C -1.29 -2.63 1.80
C -0.55 -1.53 1.36
S -0.18 -1.37 -0.38
H -0.07 0.06 4.29
H -1.33 -1.89 5.09
H -2.16 -3.61 3.50
H -1.64 -3.35 1.08
C -3.80 -0.07 1.69
C -3.96 0.06 0.18
C -3.75 -1.31 -0.48
C -5.39 0.51 -0.13
Sb -2.35 1.40 -0.51
C -2.57 1.47 -2.70
C -1.96 2.76 -3.24
C -3.99 1.30 -3.24
C -1.69 0.30 -3.17
C -2.85 3.33 0.42
C -4.34 3.63 0.53
C -2.22 3.25 1.81
C -2.17 4.47 -0.35
H -4.46 -0.87 2.05
H -4.09 0.84 2.21
H -2.78 -0.32 1.99
H -4.46 -2.02 -0.06
H -2.75 -1.71 -0.33
H -3.93 -1.27 -1.56
H -6.07 -0.25 0.28
H -5.59 0.57 -1.20
H -5.64 1.46 0.32
H -2.61 3.62 -3.07
H -1.83 2.65 -4.32
H -0.99 2.95 -2.80
H -4.67 2.05 -2.85
H -4.39 0.31 -3.03
H -3.96 1.42 -4.33
H -0.64 0.46 -2.91
H -1.74 0.22 -4.26
H -1.99 -0.66 -2.75
H -4.84 2.95 1.22
H -4.85 3.59 -0.43
H -4.46 4.64 0.93
H -2.63 2.44 2.41
H -2.42 4.19 2.34
H -1.14 3.11 1.76
H -2.66 4.67 -1.30
H -1.11 4.26 -0.54
H -2.23 5.38 0.25
C 0.48 -6.63 1.79
C 1.14 -5.31 1.49
C 2.33 -5.00 2.37
O 1.62 -5.35 0.11
P 0.91 -4.45 -1.00
S -0.99 -4.68 -1.18
S 1.61 -2.51 -0.55
O 1.82 -4.74 -2.25
C 2.24 -6.04 -2.78
C 3.56 -6.42 -2.14
C 1.18 -7.11 -2.63
H 0.09 -6.63 2.81
H 1.19 -7.45 1.69
H -0.36 -6.81 1.11
H 0.41 -4.50 1.57
H 3.09 -5.77 2.26
H 2.02 -4.97 3.41
H 2.76 -4.04 2.11
H 2.39 -5.83 -3.83
H 3.43 -6.65 -1.08
H 4.28 -5.61 -2.25
H 3.96 -7.31 -2.64
H 1.01 -7.36 -1.58
H 1.52 -8.02 -3.14
H 0.23 -6.80 -3.07
```

The following is a quantum chemistry calculation of a molecular structure, CH2Br2S, from the OMol25 dataset.

- Highest occupied orbital energy (spin up / spin down): -9.4 / -8.8 eV
- Multiplicity: 1
- Gap between HOMO and LUMO (spin up / spin down): 8.17 / 6.98 eV

Geometry as XYZ:
```
6
CH2Br2S (the ωB97M-V functional and the def2-TZVPD basis)
C -0.06 0.72 -0.12
S 0.04 -1.87 1.01
Br 1.38 0.74 -1.19
Br -0.28 1.95 1.17
H -1.01 0.54 -0.61
H -0.07 -2.08 -0.26
```

The following is a quantum chemistry calculation of C3H8O2 in the gas phase, from the OMol25 dataset.

- SMILES: OCCCO
- Highest occupied orbital energy: -10.1 eV
- Multiplicity: 1
- Gap between HOMO and LUMO: 11.02 eV

Geometry as XYZ:
```
13
C3H8O2 (the ωB97M-V functional and the def2-TZVPD basis)
O 1.38 -0.53 -2.02
C 0.67 0.17 -1.00
C -0.01 -0.71 0.06
C -0.47 0.11 1.30
O -1.46 1.03 0.83
H 0.73 -0.68 -2.78
H -0.08 0.84 -1.42
H 1.47 0.79 -0.55
H 0.71 -1.39 0.57
H -0.84 -1.29 -0.37
H 0.43 0.58 1.74
H -0.86 -0.51 2.06
H -1.67 1.59 1.58
```

The following is a quantum chemistry calculation of a molecular structure, C3H6N2S, from the OMol25 dataset.

- Highest occupied orbital energy: -9.0 eV
- Multiplicity: 1
- Gap between HOMO and LUMO: 9.54 eV

Geometry as XYZ:
```
12
C3H6N2S (the ωB97M-V functional and the def2-TZVPD basis)
C 0.07 -1.33 0.54
C 1.22 -0.94 -0.21
C 0.74 1.33 0.12
H -0.04 -2.49 0.62
H 0.36 -1.12 1.60
H 2.02 -1.46 0.03
H 1.12 -1.28 -1.29
H 1.02 2.40 0.37
H -0.89 1.82 1.24
N 1.57 0.48 -0.24
N -0.73 1.37 0.04
S -1.36 -0.32 -0.24
```

Result set for maximum force: 1.58 0.83 7.89 4.94 8.74 2.62 3.59 0.38 2.36 2.68 5.76 eV/A, one per record in the order listed.
Result set for DFT total energy: -7922.131 -37970.563 -40892.572 -109213.319 -64055.688 -130845.289 -28431.477 -120018.230 -151986.542 -7334.913 -17020.593 eV, one per record in the order listed.